A 9-piece molecular cluster, C12H42O15 overall at a distorted geometry. Source: the OMol25 dataset; level of theory: the ωB97M-V functional and the def2-TZVPD basis.

Geometry (Å):
O 2.213 6.747 0.650
C 2.575 5.942 -0.469
C 3.630 4.869 -0.139
O 2.936 3.609 0.141
H 1.556 6.316 1.201
H 1.624 5.517 -0.791
H 2.841 6.597 -1.299
H 4.294 5.091 0.696
H 4.171 4.602 -1.048
H 3.080 3.256 -0.740
O 4.022 -1.011 -2.342
C 5.359 -1.439 -2.371
C 5.917 -1.815 -1.017
O 5.129 -2.789 -0.351
H 3.455 -1.780 -2.251
H 5.522 -2.390 -2.878
H 6.060 -0.711 -2.778
H 6.014 -1.029 -0.268
H 6.914 -2.222 -1.185
H 5.647 -3.038 0.418
O -7.166 -2.326 -2.089
C -6.742 -3.507 -2.734
C -5.234 -3.694 -2.817
O -4.525 -3.169 -3.950
H -7.157 -1.670 -2.790
H -7.079 -4.412 -2.230
H -7.239 -3.574 -3.702
H -4.979 -4.743 -2.671
H -4.813 -3.294 -1.895
H -4.865 -3.718 -4.661
O -3.719 6.539 3.332
C -3.572 5.498 4.347
C -2.955 4.210 3.774
O -1.612 4.382 3.383
H -2.944 6.572 2.766
H -3.167 5.870 5.288
H -4.631 5.319 4.537
H -3.505 3.723 2.969
H -2.822 3.424 4.517
H -1.291 3.549 3.030
O 1.216 -7.176 -0.151
C 0.893 -7.104 -1.522
C 1.212 -5.737 -2.186
O 0.734 -4.673 -1.416
H 0.391 -7.369 0.299
H 1.355 -7.974 -1.989
H -0.186 -7.258 -1.515
H 0.827 -5.671 -3.204
H 2.283 -5.555 -2.272
H 0.973 -4.986 -0.541
O 2.575 -0.124 6.360
C 2.558 0.067 4.975
C 1.486 -0.883 4.357
O 0.175 -0.829 4.966
H 1.806 -0.628 6.635
H 2.250 1.087 4.746
H 3.541 -0.206 4.590
H 1.662 -1.953 4.470
H 1.318 -0.688 3.298
H 0.054 -1.577 5.556
O -2.297 1.046 -6.073
H -1.621 1.460 -5.536
H -2.500 0.230 -5.616
O -1.095 0.950 -1.380
H -1.308 0.019 -1.314
H -0.221 1.024 -0.998
O -4.003 4.994 -2.239
H -3.748 5.816 -1.821
H -3.273 4.399 -2.065

Results
**Frontier orbital gap**: 10.095 eV
**Energy relative to the best compared isomer or geometry (same formula, charge and spin)**: 88.53 kcal per mole
**Multiplicity**: 1
**LUMO energy**: -0.0015 hartree
**SMILES**: OCCO.OCCO.OCCO.OCCO.OCCO.OCCO.O.O.O



A 9-piece molecular cluster, C12H42O9 overall at a distorted geometry. Source: the OMol25 dataset; level of theory: the ωB97M-V functional and the def2-TZVPD basis.

Geometry (Å):
C 15.129 19.550 1.812
C 15.770 18.680 2.904
O 14.744 18.037 3.632
H 15.963 20.005 1.190
H 14.610 20.422 2.263
H 14.487 19.023 1.110
H 16.308 19.296 3.631
H 16.448 17.945 2.441
H 14.172 17.545 3.030
C 12.764 18.025 8.456
C 13.871 18.837 9.037
O 15.094 18.130 8.916
H 11.973 18.585 8.004
H 12.284 17.409 9.262
H 13.165 17.357 7.684
H 13.552 19.147 10.032
H 13.958 19.682 8.360
H 15.437 18.432 8.066
C 8.927 22.021 9.052
C 9.917 21.389 8.167
O 9.307 20.170 7.862
H 8.743 21.385 9.902
H 7.991 22.272 8.580
H 9.395 22.924 9.540
H 10.857 21.242 8.771
H 10.060 21.933 7.250
H 9.753 19.701 7.166
C 16.932 18.052 6.373
O 15.508 17.944 6.243
H 17.179 18.965 5.827
H 17.568 17.166 6.261
H 17.239 18.351 7.383
H 15.137 17.950 5.343
C 9.793 18.963 4.438
O 10.343 18.510 5.734
H 10.447 18.685 3.591
H 9.786 20.062 4.447
H 8.800 18.548 4.287
H 9.878 17.719 6.064
C 11.917 19.048 0.977
O 12.165 18.247 -0.154
H 12.222 18.603 1.927
H 10.858 19.286 0.987
H 12.485 19.960 1.006
H 11.464 17.607 -0.200
C 13.129 20.492 5.204
O 11.917 20.900 5.820
H 13.127 20.389 4.139
H 13.345 19.530 5.660
H 13.788 21.294 5.467
H 11.310 20.127 5.657
C 12.042 16.369 4.590
O 12.908 15.257 4.926
H 12.230 16.667 3.568
H 12.321 17.264 5.108
H 11.002 15.996 4.697
H 12.869 14.588 4.294
C 11.839 22.655 2.283
O 11.025 21.604 2.728
H 12.462 23.058 3.122
H 11.237 23.494 2.002
H 12.577 22.417 1.518
H 10.611 21.911 3.515

Results
**Frontier orbital gap**: 9.450 eV
**Energy relative to the best compared isomer or geometry (same formula, charge and spin)**: 134.95 kcal per mole
**Multiplicity**: 1
**LUMO energy**: 0.0074 hartree
**SMILES**: CCO.CCO.CCO.CO.CO.CO.CO.CO.CO



C12H44B2O14PdPtS2 as an isolated structure at a distorted geometry. Source: the OMol25 dataset; level of theory: the ωB97M-V functional and the def2-TZVPD basis.

Geometry (Å):
Pt 17.559 26.516 0.238
Pd 14.876 29.549 0.252
B 19.329 26.766 1.877
H 20.084 27.038 2.598
H 18.866 25.835 2.165
H 18.515 27.474 1.894
H 19.729 26.718 0.876
B 15.932 27.644 1.610
H 16.405 27.291 2.513
H 16.440 28.419 1.058
H 15.711 26.870 0.890
H 14.926 28.006 1.758
S 15.678 27.326 -2.253
O 15.064 28.374 -1.394
O 16.373 26.391 -1.369
O 14.632 26.639 -2.980
O 16.695 27.927 -3.106
S 18.113 29.813 -0.685
O 18.527 29.875 -2.093
O 16.752 30.174 -0.419
O 18.369 28.430 -0.280
O 19.027 30.546 0.178
C 16.309 22.728 2.444
C 16.304 24.242 2.286
O 16.903 24.555 0.977
H 16.089 22.144 1.550
H 15.519 22.352 3.093
H 17.278 22.480 2.877
H 16.788 24.775 3.104
H 15.281 24.612 2.222
H 16.241 24.363 0.309
C 11.797 29.116 -1.915
C 11.542 29.385 -0.499
O 12.682 29.276 0.387
H 12.652 28.470 -2.112
H 12.062 30.096 -2.312
H 10.936 28.637 -2.380
H 10.702 28.741 -0.239
H 11.152 30.399 -0.415
H 12.517 28.549 0.991
C 14.630 31.733 4.292
C 14.298 31.040 3.014
O 15.326 30.667 2.136
H 13.736 32.100 4.797
H 15.295 32.586 4.160
H 15.203 31.097 4.967
H 13.676 31.812 2.562
H 13.639 30.174 3.086
H 16.107 31.216 2.234
C 14.138 22.311 -2.141
C 13.635 23.454 -1.309
O 14.681 24.237 -0.672
H 14.768 21.619 -1.582
H 14.748 22.762 -2.925
H 13.247 21.756 -2.435
H 13.075 23.208 -0.407
H 13.150 24.229 -1.902
H 14.653 25.126 -1.032
C 10.098 28.944 2.970
C 11.001 27.939 3.526
O 11.941 27.488 2.542
H 9.589 28.557 2.087
H 10.630 29.852 2.686
H 9.398 29.138 3.782
H 10.469 27.123 4.014
H 11.482 28.484 4.338
H 12.730 27.152 2.974
C 15.695 26.340 5.683
C 14.542 26.644 4.765
O 14.558 27.906 4.262
H 15.530 25.310 5.998
H 15.758 27.054 6.504
H 16.604 26.339 5.081
H 13.633 26.498 5.350
H 14.667 25.946 3.937
H 15.263 27.989 3.617

Results
**Frontier orbital gap (spin up / spin down)**: 4.505 / 4.822 eV
**Multiplicity**: 5
**LUMO energy (spin up / spin down)**: 0.1385 / 0.1340 hartree
**Total charge**: -2



C12H44F2Mn2N20O14P as an isolated structure at a distorted geometry. Source: the OMol25 dataset; level of theory: the ωB97M-V functional and the def2-TZVPD basis.

Geometry (Å):
Mn -2.252 -2.423 2.023
Mn 0.291 3.102 1.681
O -4.091 1.358 4.659
C -4.411 1.038 3.381
C -3.299 0.339 2.562
O -2.808 -0.823 3.199
H -4.603 1.989 2.823
H -5.424 0.611 3.219
H -2.445 1.036 2.518
H -3.634 0.097 1.535
O -0.853 -1.186 0.966
P -0.187 -0.097 0.203
O -0.018 1.246 0.819
F -0.916 -0.007 -1.197
F 1.288 -0.543 -0.166
C 2.034 4.287 -0.741
O 1.103 3.704 -0.175
N 1.976 5.637 -0.803
N 3.154 3.736 -1.264
H 2.637 6.127 -1.384
H 1.176 6.174 -0.526
H 3.823 4.364 -1.665
H 3.173 2.733 -1.362
C 0.854 2.410 -3.909
O 0.095 3.039 -3.187
N 1.835 2.883 -4.709
N 0.816 1.046 -3.914
H 2.142 3.837 -4.641
H 2.435 2.249 -5.200
H 1.419 0.383 -4.357
H 0.111 0.710 -3.277
C 4.734 0.341 -1.753
O 4.709 1.433 -1.182
N 3.814 -0.639 -1.486
N 5.568 0.038 -2.751
H 3.898 -1.515 -1.965
H 3.045 -0.336 -0.918
H 6.240 0.689 -3.114
H 5.510 -0.883 -3.144
C -1.271 -5.327 0.742
O -1.493 -4.121 0.920
N -0.031 -5.803 0.438
N -2.225 -6.270 0.835
H 0.162 -6.750 0.720
H 0.706 -5.133 0.612
H -3.158 -5.898 0.872
H -1.934 -7.169 0.497
C 2.901 -3.795 0.235
O 2.814 -3.802 -0.985
N 2.488 -2.761 0.995
N 3.322 -4.895 0.921
H 2.361 -2.835 1.988
H 2.259 -1.903 0.520
H 3.677 -5.715 0.465
H 3.450 -4.823 1.915
C -3.831 -2.479 -0.794
O -3.453 -2.167 0.333
N -4.517 -3.634 -1.070
N -3.526 -1.758 -1.892
H -4.611 -4.012 -1.991
H -4.994 -3.991 -0.259
H -3.805 -2.224 -2.735
H -2.875 -0.997 -1.860
C 0.412 -3.004 3.795
O -0.734 -2.879 3.393
N 1.120 -1.924 4.150
N 1.125 -4.163 3.845
H 2.007 -2.042 4.607
H 0.729 -0.996 4.168
H 1.996 -4.276 4.326
H 0.667 -4.978 3.472
C -3.570 2.660 -3.766
O -4.526 3.017 -4.443
N -3.212 1.353 -3.634
N -2.648 3.548 -3.301
H -2.470 1.082 -3.016
H -3.926 0.710 -3.929
H -2.614 4.491 -3.633
H -1.893 3.172 -2.755
C 2.927 1.521 2.782
O 1.953 2.260 2.570
N 3.094 0.848 3.928
N 3.840 1.283 1.802
H 2.514 1.140 4.696
H 3.801 0.140 3.891
H 4.575 0.669 2.104
H 3.899 1.836 0.961
C -2.682 4.170 0.475
O -1.589 3.631 0.814
N -3.840 3.565 0.480
N -2.616 5.424 -0.025
H -3.945 2.624 0.850
H -4.680 3.864 0.015
H -3.403 5.680 -0.600
H -1.665 5.660 -0.246

Results
**Frontier orbital gap (spin up / spin down)**: 2.933 / 2.825 eV
**Energy relative to the best compared isomer or geometry (same formula, charge and spin)**: 0.00 kcal per mole
**Multiplicity**: 11
**LUMO energy (spin up / spin down)**: -0.0931 / -0.0950 hartree
**Total charge**: +1



A 10-piece molecular cluster, C12H44N2O10 overall at a distorted geometry. Source: the OMol25 dataset; level of theory: the ωB97M-V functional and the def2-TZVPD basis.

Geometry (Å):
N 10.886 -16.414 18.268
C 11.569 -16.755 17.257
N 11.136 -17.880 16.764
O 12.464 -16.100 16.786
H 11.133 -15.568 18.762
H 10.253 -17.116 18.625
H 11.708 -18.433 16.143
H 10.131 -17.978 16.788
C 7.772 -23.022 18.395
C 8.922 -22.036 18.709
C 9.345 -21.118 17.515
O 8.555 -21.243 19.747
H 6.874 -22.406 18.350
H 7.580 -23.678 19.244
H 7.949 -23.618 17.499
H 9.727 -22.707 19.010
H 10.233 -20.550 17.791
H 8.492 -20.527 17.179
H 9.715 -21.622 16.623
H 8.793 -21.688 20.564
C 13.471 -15.390 21.936
O 12.494 -14.921 20.990
H 14.388 -14.966 21.527
H 13.219 -15.170 22.973
H 13.656 -16.458 21.812
H 11.747 -14.421 21.326
C 11.376 -19.888 20.441
O 12.235 -20.990 20.729
H 11.859 -18.994 20.835
H 11.245 -19.651 19.385
H 10.355 -19.941 20.820
H 12.437 -21.020 21.667
C 7.883 -16.585 18.396
O 8.484 -17.567 19.312
H 8.225 -15.552 18.470
H 8.032 -16.899 17.364
H 6.842 -16.372 18.641
H 7.972 -18.369 19.192
C 9.169 -14.227 21.385
O 10.184 -13.290 21.597
H 9.650 -15.139 21.032
H 8.651 -14.489 22.308
H 8.438 -13.903 20.645
H 9.781 -12.508 21.980
C 13.625 -21.389 17.893
O 12.907 -22.475 18.370
H 13.088 -20.707 17.233
H 14.021 -20.793 18.714
H 14.460 -21.895 17.409
H 12.611 -22.339 19.273
C 14.633 -18.195 14.200
O 13.740 -18.372 15.364
H 14.736 -19.082 13.574
H 14.205 -17.401 13.588
H 15.593 -17.845 14.580
H 13.480 -17.460 15.510
C 12.553 -12.524 17.039
O 12.206 -13.480 16.162
H 12.075 -11.605 16.700
H 12.192 -12.842 18.016
H 13.608 -12.272 17.149
H 12.359 -14.333 16.574
C 12.221 -21.794 15.049
O 10.930 -21.837 14.487
H 12.793 -22.386 14.335
H 12.639 -20.788 15.016
H 12.223 -22.353 15.985
H 10.811 -22.681 14.045

Results
**Frontier orbital gap**: 9.417 eV
**Energy relative to the best compared isomer or geometry (same formula, charge and spin)**: 37.30 kcal per mole
**Multiplicity**: 1
**LUMO energy**: 0.0129 hartree
**SMILES**: NC(N)=O.CC(C)O.CO.CO.CO.CO.CO.CO.CO.CO



A 10-piece molecular cluster, C12H44N8O10 overall at a distorted geometry. Source: the OMol25 dataset; level of theory: the ωB97M-V functional and the def2-TZVPD basis.

Geometry (Å):
N 1.233 2.603 -2.409
C 1.108 1.302 -2.541
N 0.326 0.969 -3.465
O 1.671 0.368 -1.650
H 2.022 2.815 -1.689
H 1.239 3.224 -3.262
H 0.246 -0.048 -3.682
H 0.030 1.639 -4.180
N 3.947 2.662 1.596
C 3.403 2.185 0.535
N 2.801 1.078 0.775
O 3.332 2.742 -0.750
H 4.509 3.484 1.521
H 3.754 2.312 2.538
H 2.318 0.705 -0.022
H 2.432 0.750 1.761
N -4.371 0.998 -2.699
C -3.201 0.471 -3.084
N -2.158 0.971 -2.451
O -3.093 -0.269 -4.248
H -5.184 0.766 -3.255
H -4.381 1.545 -1.848
H -1.218 0.796 -2.818
H -2.165 1.427 -1.551
N 1.454 0.231 2.980
C 2.072 -0.595 3.743
N 2.452 -1.655 3.074
O 2.324 -0.394 5.108
H 1.107 1.134 3.388
H 0.850 -0.155 2.201
H 2.970 -2.380 3.549
H 2.238 -1.775 2.064
C 1.180 -4.039 0.876
C 2.536 -3.505 0.374
O 2.568 -2.132 0.243
H 1.109 -5.085 1.135
H 0.360 -3.816 0.175
H 1.021 -3.468 1.851
H 2.826 -3.928 -0.553
H 3.300 -3.868 0.997
H 3.445 -1.853 -0.017
C -0.473 -2.581 -2.316
C -0.433 -2.660 -3.863
O 0.271 -1.593 -4.379
H -1.236 -1.859 -1.984
H 0.508 -2.312 -1.926
H -0.601 -3.609 -1.889
H -1.481 -2.778 -4.290
H 0.058 -3.570 -4.139
H 0.239 -1.648 -5.349
C -1.377 -0.304 4.634
O -1.468 0.938 3.945
H -0.374 -0.372 5.032
H -1.597 -1.124 3.960
H -2.143 -0.301 5.463
H -0.787 1.541 4.328
C -0.217 2.415 0.666
O 0.338 3.612 0.269
H -1.145 2.427 1.218
H 0.495 1.969 1.359
H -0.323 1.790 -0.222
H -0.295 4.032 -0.362
C -1.307 -0.912 0.697
O 0.080 -1.013 0.989
H -1.901 -0.402 1.539
H -1.675 -1.921 0.628
H -1.475 -0.347 -0.231
H 0.559 -1.492 0.311
C -4.366 2.064 0.352
O -3.315 2.567 -0.422
H -4.958 1.407 -0.243
H -5.018 2.826 0.721
H -4.019 1.591 1.260
H -2.977 3.411 -0.066

Results
**Frontier orbital gap**: 8.897 eV
**Energy relative to the best compared isomer or geometry (same formula, charge and spin)**: 56.23 kcal per mole
**Multiplicity**: 1
**LUMO energy**: 0.0077 hartree
**SMILES**: NC(N)=O.NC(N)=O.NC(N)=O.NC(N)=O.CCO.CCO.CO.CO.CO.CO



Number 1: calculated total energy -43831.7306 eV. Number 2: calculated total energy -31547.5633 eV. Number 3: calculated total energy -71561.5177 eV. Number 4: calculated total energy -148997.5244 eV. Number 5: calculated total energy -36608.6945 eV. Number 6: calculated total energy -45550.5552 eV.